Entry 1:
C5H50FeO20 | ωB97M-V/def2-TZVPD

```
76
Properties=species:S:1:pos:R:3
H 2.10408 -2.45787 3.13675
H -2.57929 2.61533 4.02133
H 4.09416 3.06118 3.53539
H -2.92119 4.78905 -2.59934
O -2.64268 3.04048 3.16608
C 4.89575 1.73463 2.31726
H -1.37984 -5.43197 -0.16226
H 5.87510 -2.61007 0.20923
O -1.12472 -2.44719 -2.99910
O -1.83955 -0.56466 0.85486
Fe 0.05115 0.42004 0.51874
H 5.08182 -1.93355 1.56820
H -4.70589 1.09699 1.18212
H -1.50330 2.70375 0.14875
H 0.71026 0.65629 -4.75601
H 2.07542 5.37113 -1.21598
O 3.79752 -2.16398 -0.08070
O 2.04479 -2.27408 2.19923
H -1.72925 -5.51611 1.53500
O -1.53332 -2.74856 3.46799
H 2.23261 1.83476 -0.57000
H -1.47572 -3.14941 2.60068
O 1.51826 4.59576 -1.28380
H 1.79499 4.17170 -2.09610
C 5.11193 -1.88040 0.47992
O 1.00958 0.38193 -3.88920
H 0.33065 -0.34558 3.16611
H 1.23232 -0.54309 -3.99389
O 4.46044 2.17784 3.61997
H -2.71901 -4.38684 0.56279
H 1.39892 0.70196 2.93516
H -1.48918 2.58028 1.65754
H 3.56260 0.38271 -1.86421
H -1.44192 -1.57309 -2.77203
H -0.00531 -3.93828 0.69872
O -1.93281 3.38065 -1.53318
H -1.84874 -1.42703 1.27015
H 5.96208 1.95709 2.27791
H -2.37036 0.76122 -3.79045
C -1.73426 -4.83897 0.68085
O -4.06889 0.64787 1.73778
H -4.45348 0.67487 2.61390
O -1.19745 2.13997 0.85926
O -0.59869 0.57100 -1.44529
H -1.72171 5.47947 -1.53540
H 1.49933 -1.81730 0.60879
H 4.17109 1.76561 -1.76814
H -3.14546 4.68426 -0.80380
H 4.45930 2.32187 1.50933
O -3.51582 -3.60654 -1.72464
H 0.00226 0.81860 -2.14800
H -4.18910 -1.85699 -2.33127
H -1.46868 0.63802 -1.83880
C -4.17010 -2.42276 -1.39979
O 1.40059 1.91372 -0.10338
H -0.17693 -2.34392 -3.08429
H 4.74572 0.65610 2.26862
H 1.03564 -1.81945 -0.83235
H 3.79962 -2.07245 -1.03633
O 0.60040 0.33806 2.55284
H -3.46865 2.72314 2.80096
H -0.73436 -3.02792 3.91503
H -2.66452 -3.35872 -2.09270
H 1.21351 2.85246 -0.10351
O -0.90509 -3.68751 0.92031
C -2.43642 4.66211 -1.63137
H -1.81700 3.07855 -2.43702
H -5.21508 -2.34417 -1.09989
H -2.71530 -0.21244 1.01371
H 2.91972 -2.46538 1.86138
H -3.58764 -1.66320 -0.87835
O 3.52604 1.19204 -1.35442
O 1.03199 -1.28717 -0.03681
H 5.40460 -0.86432 0.21531
O -2.54324 -0.13403 -3.49912
H -3.38453 -0.35769 -3.89715
```

Output
LUMO (spin up / spin down) = -5.44 / -5.44 eV
total charge = +2
HOMO level (spin up / spin down) = -13.922 / -13.920 eV
2S+1 = 5

These are the Mulliken partial charges, in e, on atoms 1 to 2:
1 H 0.272
2 H 0.320

---

Entry 2:
C3H12N2O | ωB97M-V/def2-TZVPD

```
18
Properties=species:S:1:pos:R:3
H 0.04295 2.58068 -0.77738
H -0.21495 -0.27047 0.87282
H -1.83208 0.96939 -1.37830
C -1.52497 -1.61575 0.23616
H 0.86956 1.15394 -0.29920
C -0.64565 -0.52124 -0.23273
H -1.95254 -2.19794 -0.58183
H -0.86551 -2.22072 0.89933
H 2.05357 0.08670 0.19365
C -1.05626 0.90166 -0.60093
H 3.60383 0.05823 -0.33127
H -1.38120 1.38050 0.32074
H -2.35602 -1.25815 0.86562
H 1.35597 -0.01007 1.91445
H 0.07680 -0.92999 -0.92083
O 2.78695 0.56813 -0.33897
N 0.15774 1.64256 -0.89118
N 0.88181 -0.31748 1.04986
```

Output
LUMO = -0.90 eV
HOMO level = -8.619 eV

These are the natural (NBO) partial charges, in e, on atoms 1 to 2:
1 H 0.359
2 H 0.259

---

Entry 3:
C2H7IP2 | ωB97M-V/def2-TZVPD

```
12
Properties=species:S:1:pos:R:3
H -1.88906 1.54552 1.44148
C -0.63408 -0.90704 -0.89133
H -1.11358 2.06159 -0.53531
H 1.69164 -2.19133 0.40072
P 1.57657 -0.83230 1.08099
H -1.35291 -1.59432 -0.31483
I 3.46058 -0.04001 -0.24308
H -0.01398 -1.57151 -1.44842
H -0.09770 2.36232 1.33895
C 0.25337 0.00750 -0.07732
H -1.18000 -0.20813 -1.40660
P -0.70084 1.36769 0.65474
```

Output
LUMO = 0.33 eV
HOMO level = -7.530 eV
SMILES = CC(=[PH3])PI

These are the natural (NBO) partial charges, in e, on atoms 1 to 2:
1 H -0.060
2 C -0.648

---

Entry 4:
C2H2Mn | ωB97M-V/def2-TZVPD

```
5
Properties=species:S:1:pos:R:3
C -0.77273 0.17945 0.09050
H -1.45455 0.69184 -0.57588
H -0.18904 -1.27926 0.09393
C 0.20412 -0.31327 0.64872
Mn 2.21220 0.72123 -0.25727
```

Output
LUMO (spin up / spin down) = -4.84 / -5.33 eV
total charge = +1
HOMO level (spin up / spin down) = -12.907 / -16.791 eV
2S+1 = 7

These are the natural (NBO) partial charges, in e, on atoms 1 to 2:
1 C -0.040
2 H 0.288

---

Entry 5:
C5H10O2 | ωB97M-V/def2-TZVPD

```
17
Properties=species:S:1:pos:R:3
C 1.26044 -0.33836 1.15174
H -0.39634 -1.87917 -1.97050
H 2.17947 0.04127 1.60493
H -1.15211 2.26330 -0.31244
H -2.10249 1.80998 1.11646
H 2.04608 0.13534 -0.81567
H 0.95871 -1.26114 1.67383
O 0.26085 0.65247 1.28730
O -0.80161 -1.50725 -1.17765
C -0.78353 0.26368 0.41190
H -2.53294 1.14885 -0.47588
C -0.09215 -0.33039 -0.83499
H -0.11271 0.38401 -1.67238
C -1.69823 1.44409 0.16786
H 1.68615 -1.59344 -0.60949
C 1.35486 -0.58050 -0.35830
H -1.34895 -0.57101 0.85940
```

Output
LUMO = 0.92 eV
HOMO level = -9.848 eV
SMILES = C[C@@H]1OCC[C@H]1O

These are the natural (NBO) partial charges, in e, on atoms 1 to 2:
1 C -0.069
2 H 0.469

---

Entry 6:
C32H28Cl2FeNO5PS3 | ωB97M-V/def2-TZVPD

```
73
Properties=species:S:1:pos:R:3
H 4.24695 -1.78804 1.51924
H 2.07919 -5.46370 1.22586
S -0.91988 2.15831 2.22887
H 6.15358 3.64788 1.07937
H 4.42325 2.62509 -0.36404
C 2.09258 -4.39193 1.37722
C 2.06315 2.41450 -2.81162
O -2.50492 2.11213 -2.87239
H -2.67783 -3.21162 3.11865
H 1.44733 0.56747 5.36005
C -1.98484 -0.66429 4.23235
C 1.95450 0.57895 4.39615
C 3.39824 4.68611 2.75394
C 0.23954 1.94184 3.46596
H 2.37447 -0.40010 4.18074
H -3.02446 -0.00518 5.98049
H 5.49934 4.97325 3.05109
C 2.22622 4.63944 -1.88295
H 2.51380 2.24727 -4.89996
C 2.42388 4.11734 1.94677
H 2.73683 1.33773 4.41670
H 2.40090 0.72986 -0.42835
O -0.58609 0.90891 -2.22003
C -0.26756 -2.31528 4.57443
H -0.03851 -4.24469 1.55906
Cl -0.78336 -1.74795 -1.06407
C 2.59587 5.12976 -3.12336
C 5.10533 3.77809 1.31472
C 0.90413 -2.32227 1.71806
Fe -0.55093 0.55128 0.29680
H 0.03232 -2.93715 6.60114
C 4.13768 3.20503 0.50607
S 0.45903 3.04669 4.67502
H 4.22967 -4.24323 1.24293
H -2.53201 -0.02044 3.55427
H 0.50081 -2.96656 4.17699
O -2.53273 0.74485 -0.95084
P -0.62881 -1.33312 1.93243
Cl -1.74866 1.64592 -1.77677
C -1.52371 -1.47139 6.44559
C -2.25375 -0.65667 5.59070
C 0.90075 -3.70644 1.55546
C 2.11757 -1.63530 1.68329
C 3.29884 -3.70674 1.37334
O -1.29424 2.72466 -0.94202
O 1.02110 0.84796 3.34815
H 2.79896 6.18522 -3.24590
S 1.42753 2.69959 -0.12329
H 2.98967 4.65372 -5.17494
H -2.74886 -3.69811 -1.79911
C -1.84223 -2.53795 1.26744
H -4.24583 -5.07720 -0.39643
H 1.37011 4.22459 2.17635
H 2.13073 5.30252 -1.03206
H -4.19651 -4.83830 2.06882
H 1.81205 1.37129 -2.68078
C -2.73923 -3.59371 -0.72257
H 2.10893 -0.55624 1.75412
C -1.87975 -2.69758 -0.11641
C -2.69780 -3.31433 2.04231
C -3.57762 -4.36478 0.06796
C 2.80241 3.38877 0.82855
C -3.55522 -4.22796 1.44714
C 2.70324 4.26598 -4.20620
H 3.10798 5.24898 3.63055
C 3.30889 -2.32886 1.53253
N 1.54029 1.11167 -0.05189
C -0.97938 -1.48403 3.71781
C 2.43534 2.91489 -4.05246
C 1.97596 3.28097 -1.73790
H -1.72437 -1.45537 7.50875
C 4.73649 4.52017 2.43130
C -0.53786 -2.30242 5.93506
```

Output
LUMO (spin up / spin down) = 0.40 / 0.16 eV
HOMO level (spin up / spin down) = -7.500 / -7.677 eV
2S+1 = 5

These are the Mulliken partial charges, in e, on atoms 1 to 2:
1 H 0.487
2 H 0.427